Entry 1:
The following is a quantum chemistry calculation of 5 unconnected molecules or ions with the total composition C36H54FNO19S6, from the OMol25 dataset.

Atoms and positions in Å:
1 C 6.601 -0.173 2.386
2 C 7.758 -0.992 1.616
3 C 7.585 -1.002 -0.001
4 C 6.965 -2.383 -0.545
5 C 5.684 -2.788 0.394
6 C 4.893 -3.960 -0.409
7 C 3.849 -3.192 -1.397
8 C 2.621 -2.642 -0.468
9 C 1.469 -2.142 -1.482
10 C 0.761 -0.773 -1.065
11 C 0.839 0.557 -1.921
12 C 1.679 0.472 -3.287
13 C 0.621 0.078 -4.449
14 O 0.809 0.322 -5.672
15 F -0.654 -0.547 -4.154
16 C 0.097 1.882 -1.474
17 C 0.191 3.166 -2.427
18 O -1.097 3.866 -2.562
19 C -0.716 5.288 -2.445
20 C -0.696 1.846 -0.102
21 S -1.575 3.361 0.557
22 C -0.802 0.564 0.776
23 C -0.063 -0.742 0.263
24 S -0.300 -2.240 1.364
25 C -2.097 -2.044 1.861
26 C -3.062 -3.257 1.957
27 C -4.567 -2.977 2.339
28 C -5.048 -1.504 2.588
29 O -6.458 -1.334 2.891
30 C -7.097 -1.187 1.562
31 C -7.713 -2.553 0.994
32 C -8.227 -2.340 -0.542
33 C -4.041 -0.297 2.509
34 C -2.535 -0.544 2.133
35 N -1.575 0.579 2.038
36 H 6.230 -0.828 3.273
37 H 5.707 0.047 1.705
38 H 7.019 0.817 2.822
39 H 7.779 -2.072 2.014
40 H 8.789 -0.543 1.883
41 H 6.925 -0.109 -0.339
42 H 8.628 -0.854 -0.486
43 H 6.536 -2.192 -1.601
44 H 7.684 -3.271 -0.542
45 H 6.011 -3.195 1.416
46 H 5.074 -1.821 0.503
47 H 5.688 -4.564 -0.991
48 H 4.337 -4.605 0.355
49 H 4.403 -2.338 -1.921
50 H 3.403 -3.879 -2.196
51 H 2.276 -3.564 0.134
52 H 2.940 -1.767 0.202
53 H 0.650 -2.955 -1.494
54 H 1.936 -2.091 -2.534
55 H 2.584 -0.224 -3.247
56 H 2.060 1.521 -3.530
57 H 0.470 2.859 -3.512
58 H 1.029 3.855 -2.057
59 H -1.615 5.983 -2.566
60 H -0.342 5.409 -1.353
61 H 0.107 5.579 -3.188
62 H -0.558 4.294 0.761
63 H -2.741 -4.345 1.761
64 H -5.277 -3.876 2.387
65 H -6.255 -0.878 0.829
66 H -7.857 -0.324 1.537
67 H -8.553 -2.966 1.676
68 H -6.932 -3.406 0.931
69 H -8.572 -1.246 -0.715
70 H -7.355 -2.509 -1.296
71 H -9.048 -3.098 -0.828
72 H -4.406 0.774 2.700
73 H -0.952 0.547 2.873
74 O 5.533 -4.999 4.378
75 S 5.360 -3.662 4.866
76 O 6.269 -2.599 4.560
77 O 5.166 -3.732 6.476
78 C 3.912 -3.150 6.833
79 C 3.010 -3.365 5.627
80 O 3.857 -3.174 4.493
81 H 4.072 -2.084 7.021
82 H 3.516 -3.621 7.734
83 H 2.173 -2.667 5.604
84 H 2.630 -4.390 5.596
85 O -0.779 2.434 6.573
86 S -2.068 2.977 6.893
87 O -2.401 3.471 8.194
88 O -3.196 1.900 6.442
89 C -4.083 2.503 5.500
90 C -3.255 3.562 4.787
91 O -2.422 4.125 5.801
92 H -4.911 2.956 6.053
93 H -4.475 1.754 4.811
94 H -3.873 4.333 4.325
95 H -2.606 3.113 4.029
96 O -7.511 -0.788 -3.706
97 S -6.917 -1.887 -4.411
98 O -7.676 -2.801 -5.210
99 O -6.023 -2.739 -3.357
100 C -4.667 -2.782 -3.805
101 C -4.467 -1.504 -4.605
102 O -5.694 -1.312 -5.310
103 H -4.545 -3.667 -4.437
104 H -3.986 -2.848 -2.955
105 H -3.630 -1.575 -5.301
106 H -4.318 -0.644 -3.945
107 O 2.646 9.259 -5.626
108 S 1.439 8.489 -5.567
109 O 0.252 8.950 -4.912
110 O 1.808 7.012 -4.994
111 C 1.428 6.022 -5.948
112 C 1.519 6.708 -7.303
113 O 1.049 8.037 -7.078
114 H 0.400 5.715 -5.730
115 H 2.086 5.155 -5.881
116 H 0.918 6.210 -8.063
117 H 2.557 6.770 -7.644

For the total energy, the calculation gives -146311.9254 eV. Its multiplicity is 1. As for the gap between HOMO and LUMO: 8.1 eV. The value obtained for the energy above the lowest of the compared OMol25 structures with the same formula, charge and spin is 13.993 eV. As for the SMILES: CCCCCCCCCc1c(CC(=O)F)c(COC)c(S)c2c1Sc1ccc(OCCC)cc1N2.O=S1(=O)OCCO1.O=S1(=O)OCCO1.O=S1(=O)OCCO1.O=S1(=O)OCCO1.

---

Entry 2:
The following is a quantum chemistry calculation of a molecular structure, C42H46MoN12O2S4, from the OMol25 dataset.

Atoms and positions in Å:
1 Mo 0.017 0.184 -0.640
2 C -5.092 0.883 -2.682
3 S -3.599 1.555 -3.463
4 C -2.403 0.650 -2.632
5 S -0.715 1.006 -2.893
6 N -2.718 -0.314 -1.829
7 N -1.692 -0.866 -1.190
8 C -1.838 -2.121 -0.834
9 C -0.719 -2.720 -0.242
10 C -0.634 -4.098 0.034
11 C 0.536 -4.612 0.526
12 C 1.588 -3.723 0.775
13 C 1.430 -2.386 0.500
14 N 0.314 -1.860 -0.031
15 H -5.934 1.360 -3.171
16 H -5.091 1.117 -1.621
17 H -5.119 -0.192 -2.830
18 H -2.752 -2.652 -1.065
19 H -1.495 -4.717 -0.159
20 H 0.654 -5.667 0.714
21 H 2.528 -4.070 1.173
22 H 2.253 -1.714 0.712
23 O 7.415 1.099 0.620
24 N 6.672 1.007 -0.322
25 O 6.999 0.993 -1.482
26 C 5.245 0.919 -0.010
27 C 4.866 1.397 1.208
28 C 3.516 1.334 1.640
29 C 3.060 1.780 2.889
30 C 1.738 1.555 3.220
31 C 0.884 0.942 2.304
32 N 1.263 0.603 1.076
33 C 2.568 0.782 0.748
34 C 2.952 0.355 -0.548
35 N 1.943 -0.105 -1.338
36 C 2.280 -0.655 -2.508
37 C 3.591 -0.746 -2.944
38 C 4.623 -0.232 -2.177
39 C 4.313 0.351 -0.942
40 H 5.616 1.804 1.873
41 H 3.730 2.282 3.571
42 H 1.346 1.855 4.180
43 H -0.145 0.731 2.573
44 H 1.459 -1.009 -3.123
45 H 3.815 -1.209 -3.891
46 H 5.641 -0.277 -2.529
47 S -1.782 1.178 0.612
48 C -1.131 2.805 0.839
49 N -1.928 3.617 1.485
50 N -1.726 4.846 1.827
51 C -0.573 5.627 1.865
52 C 0.661 5.098 2.242
53 C 1.774 5.915 2.277
54 C 1.674 7.249 1.907
55 C 0.439 7.787 1.570
56 C -0.689 6.990 1.580
57 N 0.015 3.122 0.262
58 N 0.539 2.333 -0.599
59 C 1.730 2.825 -1.151
60 C 2.572 3.642 -0.385
61 C 3.751 4.120 -0.918
62 C 4.106 3.817 -2.226
63 C 3.276 3.014 -2.993
64 C 2.101 2.517 -2.464
65 H -2.592 5.321 2.078
66 H 0.727 4.061 2.537
67 H 2.726 5.512 2.592
68 H 2.555 7.870 1.893
69 H 0.354 8.827 1.297
70 H -1.656 7.397 1.330
71 H 2.273 3.895 0.622
72 H 4.390 4.746 -0.313
73 H 5.009 4.221 -2.654
74 H 3.532 2.780 -4.013
75 H 1.440 1.942 -3.093
76 C -3.401 -4.527 6.009
77 C -4.514 -3.683 5.392
78 C -4.061 -2.682 4.327
79 C -3.572 -3.298 3.012
80 N -2.300 -3.979 3.154
81 C -1.133 -3.350 3.269
82 S -0.951 -1.710 2.908
83 N -0.040 -4.027 3.620
84 C 0.052 -5.438 3.938
85 C 1.517 -5.811 4.158
86 C 2.177 -5.039 5.305
87 C 1.459 -5.215 6.637
88 H -3.749 -4.966 6.940
89 H -2.532 -3.915 6.243
90 H -3.102 -5.352 5.363
91 H -4.982 -3.105 6.190
92 H -5.279 -4.341 4.978
93 H -3.259 -2.058 4.732
94 H -4.901 -2.027 4.091
95 H -3.444 -2.503 2.272
96 H -4.291 -4.025 2.630
97 H -2.355 -4.909 3.541
98 H 0.801 -3.486 3.758
99 H -0.359 -6.025 3.108
100 H -0.521 -5.664 4.844
101 H 2.074 -5.635 3.234
102 H 1.565 -6.879 4.375
103 H 2.240 -3.973 5.066
104 H 3.201 -5.400 5.400
105 H 0.505 -4.694 6.646
106 H 2.066 -4.813 7.442
107 H 1.282 -6.268 6.840

As for the net charge: +2. For the total energy, the calculation gives -111458.4618 eV. Its multiplicity is 3. As for the expectation value of S²: 2.229. As for the gap between HOMO and LUMO (alpha / beta): 5.8 / 5.5 eV. The value obtained for the energy above the lowest of the compared OMol25 structures with the same formula, charge and spin is 0.971 eV.

---

Entry 3:
The following is a quantum chemistry calculation of a molecular structure, C6H11NO, from the OMol25 dataset.

Atoms and positions in Å:
1 C 0.422 -0.824 -1.982
2 C 1.128 -0.349 -0.665
3 C 0.022 0.083 0.171
4 C 0.320 1.446 1.050
5 C -0.070 -0.465 1.678
6 C -1.300 0.070 -0.690
7 H 0.488 -1.973 -2.112
8 H 0.750 -0.166 -2.826
9 H 1.480 -1.207 -0.022
10 H 2.018 0.362 -0.833
11 H 1.188 1.866 0.768
12 H -0.523 2.006 0.739
13 H 1.249 0.733 2.516
14 H 0.490 -1.348 1.705
15 H -1.178 -0.707 1.933
16 H -2.103 -0.443 -0.263
17 H -1.625 1.163 -0.868
18 N 0.329 0.804 2.296
19 O -0.958 -0.711 -1.773

For the total energy, the calculation gives -9934.4731 eV. Its multiplicity is 1. As for the gap between HOMO and LUMO: 9.9 eV. The value obtained for the energy above the lowest of the compared OMol25 structures with the same formula, charge and spin is 3.981 eV.

---

Entry 4:
The following is a quantum chemistry calculation of 2 unconnected molecules or ions with the total composition C3H10S2, from the OMol25 dataset.

Atoms and positions in Å:
1 C -2.193 2.209 1.121
2 C -0.981 1.404 0.641
3 S 0.480 1.744 1.680
4 H -2.007 3.261 1.308
5 H -2.601 1.739 2.015
6 H -2.990 2.204 0.377
7 H -1.166 0.339 0.743
8 H -0.850 1.615 -0.419
9 H 1.367 2.102 0.771
10 C 0.971 -1.385 -1.056
11 S 0.695 -2.921 -1.977
12 H 1.664 -1.529 -0.227
13 H 1.393 -0.580 -1.658
14 H 0.028 -1.035 -0.650
15 H -0.619 -2.964 -1.779

For the total energy, the calculation gives -24943.1472 eV. Its multiplicity is 1. As for the gap between HOMO and LUMO: 9.8 eV. The value obtained for the energy above the lowest of the compared OMol25 structures with the same formula, charge and spin is 0.549 eV. As for the SMILES: CCS.CS.

---

Entry 5:
The following is a quantum chemistry calculation of C4H4O4 in the gas phase, from the OMol25 dataset.

Atoms and positions in Å:
1 O -2.922 0.563 -0.771
2 C -2.165 -0.149 -0.291
3 C -0.825 0.236 0.431
4 O -0.255 -0.974 1.048
5 C 0.325 -0.550 -0.246
6 C 1.588 0.050 -0.275
7 O 2.529 -0.498 -0.895
8 O 1.506 1.370 0.335
9 H -2.123 -1.284 0.199
10 H -0.770 1.193 0.964
11 H 0.490 -1.255 -0.970
12 H 2.623 1.297 0.469

For the total energy, the calculation gives -12398.2858 eV. Its multiplicity is 1. As for the gap between HOMO and LUMO: 10.1 eV. The value obtained for the energy above the lowest of the compared OMol25 structures with the same formula, charge and spin is 5.018 eV. As for the SMILES: O=C[C@H]1O[C@@H]1C(=O)O.

---

Entry 6:
The following is a quantum chemistry calculation of a molecular structure, C29H36F3FeNPS4, from the OMol25 dataset.

Atoms and positions in Å:
1 Fe -1.770 0.043 -0.784
2 S -2.426 -0.559 -3.030
3 C -3.692 0.515 -3.378
4 C -4.238 0.506 -4.693
5 C -5.263 1.332 -5.047
6 C -5.821 2.215 -4.094
7 C -5.339 2.236 -2.819
8 C -4.263 1.396 -2.408
9 S -3.748 1.486 -0.793
10 C -1.725 2.749 1.305
11 C -1.589 1.546 1.898
12 C -1.775 1.463 3.351
13 C -1.612 0.320 4.026
14 C -1.225 -0.863 3.316
15 C -1.080 -0.782 1.968
16 C -0.640 -2.079 1.306
17 S -0.218 -1.970 -0.446
18 C -1.297 -3.209 -1.121
19 C -0.739 -4.318 -1.748
20 C -1.554 -5.303 -2.283
21 C -2.933 -5.174 -2.172
22 C -3.491 -4.065 -1.557
23 C -2.688 -3.046 -1.034
24 S -3.410 -1.618 -0.305
25 N -1.267 0.342 1.212
26 H -3.806 -0.174 -5.416
27 H -5.649 1.311 -6.059
28 H -6.633 2.875 -4.376
29 H -5.765 2.905 -2.082
30 H -2.005 3.594 1.920
31 H -1.602 2.922 0.252
32 H -2.043 2.382 3.859
33 H -1.750 0.292 5.102
34 H -1.062 -1.806 3.821
35 H -1.420 -2.830 1.408
36 H 0.250 -2.444 1.817
37 H 0.340 -4.400 -1.808
38 H -1.118 -6.162 -2.778
39 H -3.582 -5.938 -2.585
40 H -4.566 -3.955 -1.498
41 C 5.187 -0.313 -0.084
42 C 3.743 -0.036 -0.541
43 C 3.221 -1.271 -1.282
44 P 2.417 0.646 0.601
45 C 3.030 2.400 0.737
46 C 2.054 3.298 1.514
47 C 4.466 2.677 1.182
48 C 2.570 -0.214 2.260
49 C 2.118 0.706 3.395
50 C 3.840 -0.964 2.654
51 H 5.872 -0.167 -0.925
52 H 5.296 -1.350 0.235
53 H 5.528 0.318 0.732
54 H 3.780 0.776 -1.278
55 H 3.062 -2.104 -0.590
56 H 3.947 -1.598 -2.034
57 H 2.273 -1.070 -1.778
58 H 2.938 2.694 -0.316
59 H 2.286 3.301 2.579
60 H 1.012 2.997 1.396
61 H 2.144 4.329 1.158
62 H 4.683 2.215 2.149
63 H 4.617 3.756 1.295
64 H 5.204 2.323 0.463
65 H 1.777 -0.962 2.166
66 H 2.886 1.446 3.631
67 H 1.932 0.114 4.295
68 H 1.191 1.230 3.156
69 H 4.703 -0.300 2.739
70 H 4.088 -1.754 1.947
71 H 3.690 -1.434 3.632
72 F 0.179 2.292 -0.910
73 C -0.640 1.482 -1.598
74 F -1.128 2.233 -2.603
75 F 0.250 0.570 -2.224

As for the net charge: -1. For the total energy, the calculation gives -127318.1009 eV. Its multiplicity is 5. As for the expectation value of S²: 6.117. As for the gap between HOMO and LUMO (alpha / beta): 5.5 / 4.4 eV. The value obtained for the energy above the lowest of the compared OMol25 structures with the same formula, charge and spin is 3.098 eV.

---

Entry 7:
The following is a quantum chemistry calculation of C3H8SSi in the gas phase, from the OMol25 dataset.

Atoms and positions in Å:
1 C 0.872 0.418 1.923
2 C 0.818 -0.691 -1.761
3 C -1.735 -0.002 -0.122
4 Si 0.077 -0.679 0.024
5 S 1.828 0.086 3.363
6 H 1.455 1.040 1.343
7 H -0.070 0.937 2.024
8 H 1.239 -1.581 -2.064
9 H 0.065 -0.256 -2.521
10 H 1.578 0.179 -1.964
11 H -2.086 0.180 -1.158
12 H -2.421 -0.600 0.441
13 H -1.619 0.970 0.470

For the total energy, the calculation gives -21949.6108 eV. Its multiplicity is 1. As for the gap between HOMO and LUMO (alpha / beta): 7.3 / 6.0 eV. The value obtained for the energy above the lowest of the compared OMol25 structures with the same formula, charge and spin is 4.026 eV.

---

Entry 8:
The following is a quantum chemistry calculation of C5H7NO2 in the gas phase, from the OMol25 dataset.

Atoms and positions in Å:
1 C 2.853 -0.774 -0.467
2 C 1.651 -0.840 -0.078
3 C 0.232 -0.574 0.336
4 O -0.473 -1.399 1.287
5 C -0.748 0.213 -0.622
6 N -2.085 -0.343 -0.565
7 C -0.120 0.870 0.650
8 O 0.741 1.957 0.409
9 H 3.914 -0.695 -0.683
10 H -1.453 -1.304 1.029
11 H -0.194 0.440 -1.482
12 H -2.394 -0.702 -1.599
13 H -2.696 0.446 -0.467
14 H -0.800 0.976 1.465
15 H 1.573 1.728 0.787

For the total energy, the calculation gives -10879.2772 eV. Its multiplicity is 1. As for the gap between HOMO and LUMO: 9.8 eV. The value obtained for the energy above the lowest of the compared OMol25 structures with the same formula, charge and spin is 4.340 eV. As for the SMILES: C#C[C@]1(O)[C@@H](N)[C@@H]1O.